*i*
Here is 4 unconnected molecules or ions with the total composition C3H13NO3 from the Open Molecules 2025 dataset. Energies are from the ωB97M-V functional and the def2-TZVPD basis.

Output
**HOMO level**: -8.046 eV
**SMILES**: C=C(C)N.O.O.O
**Gap between HOMO and LUMO**: 8.52 eV
**LUMO energy**: 0.47 eV

Each line ends with the Mulliken charge.
Element x y z (Å)
1 C 0.347 -0.391 1.448  -1.226
2 C -0.160 -0.057 0.225  0.930
3 C -1.612 0.337 0.122  -1.166
4 N 0.592 0.271 -0.903  -0.472
5 H 1.179 -1.048 1.628  0.269
6 H -0.282 -0.057 2.266  0.336
7 H -2.103 0.081 1.048  0.340
8 H -1.736 1.378 -0.188  0.316
9 H -2.103 -0.242 -0.657  0.318
10 H 0.488 1.194 -1.285  0.077
11 H 1.583 0.133 -0.728  0.261
12 O 3.478 -0.385 -0.112  -0.648
13 H 3.697 -1.203 0.325  0.306
14 H 4.074 -0.170 -0.826  0.296
15 O -0.284 3.213 -2.759  -0.621
16 H -1.091 2.734 -2.547  0.336
17 H 0.309 2.797 -2.132  0.345
18 O -2.434 -2.649 1.653  -0.632
19 H -2.426 -3.596 1.817  0.299
20 H -1.516 -2.340 1.606  0.336



*ii*
Here is 3 unconnected molecules or ions with the total composition C3H13NO3 from the Open Molecules 2025 dataset. Energies are from the ωB97M-V functional and the def2-TZVPD basis.

Output
**HOMO level**: -9.444 eV
**SMILES**: C[C@H](N)CO.O.O
**Gap between HOMO and LUMO**: 10.20 eV
**LUMO energy**: 0.76 eV

Each line ends with the Mulliken charge.
Element x y z (Å)
1 C -0.571 -2.726 0.444  -1.336
2 C 0.517 -1.593 0.233  0.337
3 N 1.556 -1.426 1.223  -0.533
4 C -0.313 -0.265 0.058  -0.455
5 O 0.547 0.559 -0.719  -0.544
6 H -0.926 -2.803 1.484  0.310
7 H -1.433 -2.586 -0.237  0.333
8 H -0.111 -3.707 0.321  0.364
9 H 1.002 -1.779 -0.723  0.264
10 H 2.151 -2.231 1.373  0.204
11 H 1.282 -0.991 2.098  0.206
12 H -1.247 -0.299 -0.502  0.254
13 H -0.402 0.242 1.056  0.266
14 H 1.434 0.728 -0.382  0.315
15 O -0.419 3.519 -2.089  -0.620
16 H -0.742 3.379 -2.999  0.300
17 H -0.121 2.596 -1.937  0.323
18 O -1.083 3.118 0.649  -0.644
19 H -0.736 3.837 0.103  0.331
20 H -0.386 2.430 0.545  0.325



*iii*
Here is 4 unconnected molecules or ions with the total composition C3H13NO3 from the Open Molecules 2025 dataset. Energies are from the ωB97M-V functional and the def2-TZVPD basis.

Output
**HOMO level**: -7.843 eV
**SMILES**: C/C=C/N.O.O.O
**Gap between HOMO and LUMO**: 8.51 eV
**LUMO energy**: 0.67 eV

Each line ends with the Mulliken charge.
Element x y z (Å)
1 C -1.791 -0.793 -1.475  -1.042
2 C -0.330 -1.150 -1.421  -0.165
3 C 0.700 -0.300 -1.378  -0.180
4 N 2.007 -0.617 -1.015  -0.446
5 H -2.017 0.006 -0.774  0.195
6 H -1.981 -0.396 -2.490  0.287
7 H -2.393 -1.688 -1.352  0.327
8 H -0.177 -2.212 -1.612  0.287
9 H 0.442 0.750 -1.506  0.301
10 H 2.751 -0.115 -1.481  0.231
11 H 2.175 -1.592 -1.252  0.224
12 O -0.812 2.934 0.444  -0.673
13 H -0.734 1.995 0.349  0.331
14 H -1.757 3.008 0.506  0.348
15 O 1.755 -1.236 1.825  -0.609
16 H 2.064 -2.092 2.182  0.291
17 H 2.365 -0.514 1.988  0.304
18 O -1.505 0.648 1.920  -0.685
19 H -1.050 1.445 2.237  0.348
20 H -0.902 -0.076 2.028  0.327



Most stable pick: *ii*. Distance to second place: 34.9 kJ/mol.



*i*
Here is a molecular structure, C10H10FN from the Open Molecules 2025 dataset. Energies are from the ωB97M-V functional and the def2-TZVPD basis.

Output
**HOMO level**: -9.605 eV
**Gap between HOMO and LUMO**: 9.58 eV
**LUMO energy**: -0.02 eV

Each line ends with the Mulliken charge.
Element x y z (Å)
1 C 2.272 2.550 0.158  -0.077
2 C 1.693 1.502 0.087  -1.607
3 C -2.410 0.973 -0.733  -0.428
4 C -3.019 0.220 0.227  -0.300
5 C -1.033 1.164 -0.682  -0.415
6 C -2.244 -0.503 1.194  -0.315
7 C -0.305 0.350 0.275  -0.130
8 C 1.309 -2.210 -0.250  -1.209
9 C 1.740 -0.827 -0.711  -0.667
10 C 1.168 0.269 0.229  2.124
11 N -0.933 -0.561 1.116  -0.388
12 F 1.782 -0.136 1.839  -0.456
13 H 2.703 3.447 0.260  0.562
14 H -2.951 1.577 -1.511  0.321
15 H -4.101 0.187 0.445  0.314
16 H -0.486 1.776 -1.429  0.344
17 H -2.787 -0.886 2.002  0.453
18 H 1.974 -3.055 -0.510  0.322
19 H 0.249 -2.345 -0.330  0.343
20 H 1.302 -2.069 0.809  0.371
21 H 2.769 -0.830 -0.803  0.516
22 H 1.309 -0.592 -1.682  0.322



*ii*
Here is 2 unconnected molecules or ions with the total composition C10H10FN from the Open Molecules 2025 dataset. Energies are from the ωB97M-V functional and the def2-TZVPD basis.

Output
**HOMO level**: -8.823 eV
**Gap between HOMO and LUMO**: 8.56 eV
**LUMO energy**: -0.26 eV

Each line ends with the Mulliken charge.
Element x y z (Å)
1 C 1.332 -2.620 1.317  -0.333
2 C 1.824 -2.743 0.027  -0.529
3 C 0.390 -1.645 1.392  -0.386
4 C 1.299 -1.719 -0.651  -0.396
5 C -0.886 2.737 -0.898  -0.470
6 C -0.567 1.803 -1.934  -0.410
7 C -1.140 2.267 0.359  -0.745
8 C -0.366 0.542 -1.565  -1.071
9 C -1.020 0.858 0.836  -0.382
10 C -0.495 -0.036 -0.220  1.649
11 N 0.416 -1.008 0.153  0.257
12 F -1.947 -1.104 -0.663  -0.580
13 H 1.567 -3.218 2.270  0.296
14 H 2.592 -3.471 -0.341  0.365
15 H -0.250 -1.257 2.311  0.240
16 H 1.351 -1.645 -1.664  0.327
17 H -0.986 3.715 -1.246  0.415
18 H -0.518 2.281 -2.964  0.328
19 H -1.649 2.817 1.055  0.433
20 H -0.044 -0.203 -2.229  0.327
21 H -0.356 0.882 1.829  0.297
22 H -2.046 0.609 1.099  0.368



Most stable pick: *ii*. Distance to second place: 85.3 kJ/mol.



*i*
Here is CH3N5O2 in the gas phase from the Open Molecules 2025 dataset. Energies are from the ωB97M-V functional and the def2-TZVPD basis.

Output
**HOMO level**: -9.404 eV
**SMILES**: N/N=c1\nnon1O
**Gap between HOMO and LUMO**: 8.48 eV
**LUMO energy**: -0.92 eV

Each line ends with the Mulliken charge.
Element x y z (Å)
1 N -1.607 -0.932 -0.955  -0.461
2 N -0.624 -0.927 0.107  -0.171
3 C 0.386 -0.307 -0.138  0.478
4 N 0.501 0.444 -1.389  -0.132
5 N 1.500 1.270 -1.162  -0.078
6 O 2.150 1.052 0.208  -0.170
7 N 1.267 0.113 0.874  0.037
8 O 0.313 0.622 1.845  -0.446
9 H -2.538 -1.215 -0.579  0.262
10 H -1.701 -0.005 -1.487  0.280
11 H 0.353 -0.115 2.675  0.402



*ii*
Here is a molecular structure, CH3N5O2 from the Open Molecules 2025 dataset. Energies are from the ωB97M-V functional and the def2-TZVPD basis.

Output
**HOMO level**: -9.980 eV
**Gap between HOMO and LUMO**: 8.60 eV
**LUMO energy**: -1.38 eV

Each line ends with the Mulliken charge.
Element x y z (Å)
1 C 0.390 0.055 -0.349  0.680
2 H 2.325 -0.594 0.939  0.377
3 H -2.512 -0.133 -0.063  0.393
4 H -0.781 2.513 0.729  0.417
5 N 1.444 0.663 -0.575  -0.237
6 N 0.360 -1.269 0.243  -0.184
7 N -0.953 -1.514 0.343  -0.222
8 N -1.581 -0.641 -0.492  -0.175
9 N -0.817 0.743 -0.544  -0.092
10 O 2.565 0.096 0.272  -0.426
11 O -1.383 1.404 0.686  -0.532



Most stable pick: *i*. Distance to second place: 141.3 kJ/mol.